{
  "formula": "C24H22BrN2O2PdTe",
  "method": "wB97M-V/def2-TZVPD",
  "orbital_gap_ev": [5.178, 5.702],
  "e_above_lowest_kcal_mol": 49.3,
  "spin_multiplicity": 1,
  "homo_ev": [-10.6, -10.6],
  "charge": 1,
  "elements": ["Pd", "O", "C", "C", "C", "C", "C", "C", "C", "O", "N", "N", "C", "C", "Br", "C", "C", "C", "C", "C", "C", "C", "H", "H", "H", "H", "H", "H", "H", "H", "H", "H", "H", "H", "H", "H", "C", "Te", "C", "C", "C", "C", "C", "C", "C", "H", "H", "H", "H", "H", "H", "H", "H"],
  "xyz": [[0.254128, 1.058812, -0.022226], [-3.693295, -0.412539, 3.706356], [-4.259984, 0.517119, 2.881748], [-5.427620, 1.191692, 3.218354], [-5.963746, 2.132310, 2.355488], [-5.352620, 2.388280, 1.138255], [-4.191051, 1.707606, 0.805504], [-3.612925, 0.796503, 1.678784], [-2.325764, 0.060807, 1.291626], [-1.795508, 0.450746, 0.087292], [-1.359817, 0.210501, 2.416083], [-0.094828, 0.080706, 2.130473], [0.899563, 0.307220, 2.905857], [2.261051, 0.213032, 2.411016], [2.403414, 0.009793, 0.464404], [3.346404, 0.229671, 3.195095], [4.779333, 0.119149, 2.936955], [5.443077, 0.551083, 1.782667], [6.801989, 0.340774, 1.629528], [7.534625, -0.297767, 2.619060], [6.901944, -0.689684, 3.790473], [5.547444, -0.468159, 3.951712], [-4.291976, -0.621461, 4.429917], [-5.922490, 0.972398, 4.158482], [-6.874376, 2.648865, 2.627869], [-5.784529, 3.099949, 0.447068], [-3.749913, 1.807059, -0.177291], [-2.568804, -1.014835, 1.244219], [-1.693831, 0.468976, 3.334814], [0.776523, 0.540192, 3.963516], [3.097594, 0.256108, 4.253410], [4.917562, 1.101660, 1.019355], [7.294981, 0.690578, 0.731960], [8.594438, -0.469965, 2.488767], [7.469903, -1.159463, 4.582228], [5.062246, -0.774635, 4.871095], [-1.646093, 3.768561, -1.461641], [-1.001255, 3.220896, 0.510153], [0.378824, 4.834238, 0.096304], [-0.508698, 5.808056, -0.634310], [-0.360946, 7.182661, -0.534749], [-1.211344, 8.020244, -1.244648], [-2.209650, 7.484152, -2.042525], [-2.374014, 6.108453, -2.133869], [-1.524047, 5.268486, -1.431554], [-2.654095, 3.411642, -1.657287], [-0.962691, 3.312499, -2.179335], [1.168807, 4.446851, -0.549692], [0.821581, 5.245529, 0.999514], [0.417642, 7.595420, 0.094916], [-1.098000, 9.092625, -1.160825], [-2.875308, 8.139096, -2.588841], [-3.164757, 5.690810, -2.744824]],
  "forces_ev_per_angstrom": [[-2.763, -0.223, 0.162], [0.079, -0.125, 0.043], [-0.187, 0.349, -0.133], [0.030, -0.115, 0.092], [-0.029, 0.022, -0.047], [0.022, 0.039, -0.057], [-0.061, -0.156, 0.018], [0.380, -0.060, -0.144], [-0.151, -0.475, 0.977], [1.210, 0.945, -0.601], [-0.399, 0.341, -0.183], [0.667, 0.213, -0.196], [-0.642, -0.265, 0.147], [0.520, -0.051, -0.157], [1.301, -0.194, 0.652], [-0.345, -0.004, -0.303], [0.466, -0.095, -0.012], [-0.186, 0.055, 0.137], [0.070, 0.024, -0.034], [-0.052, 0.000, 0.054], [0.118, 0.017, -0.022], [-0.188, -0.038, -0.053], [-0.052, 0.011, 0.057], [0.030, 0.004, 0.002], [0.009, -0.004, 0.012], [-0.021, -0.036, 0.004], [0.076, 0.129, 0.010], [0.079, 0.076, -0.251], [0.086, -0.122, 0.066], [0.051, 0.011, 0.017], [-0.070, 0.049, 0.004], [-0.111, -0.033, -0.093], [-0.003, -0.009, 0.005], [0.000, 0.011, -0.002], [-0.020, -0.011, 0.002], [0.002, -0.006, -0.008], [-0.130, -0.023, -0.042], [0.320, 0.028, -0.431], [-0.001, -0.114, -0.060], [-0.130, -0.054, -0.017], [0.026, -0.010, -0.026], [0.062, -0.007, 0.055], [-0.068, 0.026, -0.063], [0.027, -0.020, -0.001], [0.049, 0.082, 0.137], [0.006, 0.001, 0.076], [0.009, -0.090, 0.090], [0.004, -0.065, 0.075], [-0.059, -0.070, 0.061], [-0.020, 0.029, -0.006], [-0.010, -0.002, -0.022], [0.005, -0.001, 0.013], [-0.001, 0.020, 0.000]]
}